This record from the OMol25 dataset describes a cluster of 2 separate species, C3H3BrClOPS in total. The level of theory is ωB97M-V/def2-TZVPD.

Results
**Gap between HOMO and LUMO (alpha / beta)**: 6.795 / 5.627 eV
**Energy above the lowest of the compared OMol25 structures with the same formula, charge and spin**: 85.4 kcal/mol
**Total energy**: -3964.9698 Ha
**HOMO energy (alpha / beta)**: -9.3954 / -9.1983 eV
**Strongest force on any atom**: 3.83 eV Å⁻¹

Geometry as ORCA input:
```
! RIJCOSX wB97M-V def2-TZVPD def2/J DEFGRID3
* xyz 0 1
C 0.3598 -0.2354 0.8232
C -0.0694 -0.7221 -0.2018
C -0.8484 -1.0346 -1.3338
O -2.2679 -1.1499 -1.0442
P -2.7383 0.0222 -0.0376
S -2.9503 1.7839 -1.1984
Cl -4.4601 -0.8064 0.3883
Br 3.4165 0.1337 -0.3341
H 0.7672 0.4105 1.6504
H -0.7997 -0.0264 -1.9678
H -0.6562 -2.0203 -1.8809
*
```